# 1
Here is a single C17H15FN2O molecule in a non-equilibrium geometry from OMol25. Energies are from ωB97M-V/def2-TZVPD.

Computed properties:
**E_LUMO**: 0.067 eV
**Structure (SMILES)**: Cn1c(CNC(=O)c2ccc(F)cc2)cc2ccccc21
**Orbital gap**: 8.1 eV
**E_HOMO**: -8.04 eV
**Energy above the lowest of the compared OMol25 structures with the same formula, charge and spin**: 1096.75 kJ/mol
**Maximum force**: 0.2721 hartree/bohr

Each line ends with the Mulliken charge.
Element x y z (Å)
H: 6.234 -1.372 -0.994  0.456
C: 0.016 1.703 0.749  -2.034
O: -2.045 2.240 -0.886  -0.788
C: 1.180 -0.774 0.369  0.192
H: -6.879 0.804 -0.357  0.198
C: -4.489 -1.927 0.149  -1.149
H: 2.574 3.193 0.907  0.209
C: 3.090 -2.563 0.153  -1.204
H: 0.261 2.137 1.682  0.311
C: -3.430 -1.052 0.215  -0.337
C: 2.819 2.442 0.040  -1.040
C: -3.416 0.338 -0.256  0.712
H: 2.662 -3.388 0.228  0.542
H: 2.191 2.763 -0.896  0.347
H: -2.416 -1.353 -0.022  0.330
C: 4.454 -2.552 -0.316  -0.456
H: -1.261 0.083 1.307  0.340
H: 5.026 -3.302 -0.528  0.507
N: -1.310 0.938 0.597  -0.167
C: 2.531 -1.177 -0.002  0.249
C: -4.660 1.020 -0.243  -0.711
C: -5.768 -1.172 -0.028  0.512
H: 5.229 0.892 -0.619  0.194
H: 3.799 2.475 -0.242  0.392
H: 0.341 -1.496 0.806  0.151
C: 1.242 0.520 0.428  0.238
H: -4.691 2.030 -0.646  0.335
H: 0.034 2.110 -0.027  1.365
H: -4.572 -2.781 0.429  0.722
F: -6.873 -1.728 -0.035  -0.237
C: -5.699 0.350 -0.407  -0.241
C: -2.152 1.017 -0.289  0.579
C: 3.446 0.083 -0.132  0.679
N: 2.597 1.042 0.095  -0.014
C: 4.685 -0.081 -0.489  -0.455
C: 5.250 -1.463 -0.742  -0.729



# 2
Here is 2 unconnected molecules or ions with the total composition CH4IO from OMol25. Energies are from ωB97M-V/def2-TZVPD.

Computed properties:
**E_LUMO**: 3.210 eV
**Orbital gap**: 6.5 eV
**E_HOMO**: -3.30 eV
**Total charge**: -1
**Energy above the lowest of the compared OMol25 structures with the same formula, charge and spin**: 41.50 kJ/mol
**Maximum force**: 0.0123 hartree/bohr

Each line ends with the Mulliken charge.
Element x y z (Å)
H: -15.294 5.350 -10.294  0.249
H: -13.610 5.022 -10.147  0.227
O: -14.712 4.294 -8.587  -0.510
C: -14.591 4.579 -9.977  -0.496
H: -14.757 3.666 -10.550  0.199
I: -16.227 9.681 -6.103  -0.998
H: -14.990 5.122 -8.188  0.329



# 3
Here is a single C4H5NO molecule in a non-equilibrium geometry from OMol25. Energies are from ωB97M-V/def2-TZVPD.

Computed properties:
**E_LUMO**: -0.102 eV
**Structure (SMILES)**: N#C[C@@H]1C[C@@H]1O
**Orbital gap**: 10.1 eV
**E_HOMO**: -10.22 eV
**Energy above the lowest of the compared OMol25 structures with the same formula, charge and spin**: 362.87 kJ/mol
**Maximum force**: 0.0381 hartree/bohr

Each line ends with the Mulliken charge.
Element x y z (Å)
C: -1.317 1.298 -0.658  -0.178
O: -0.131 -1.737 -0.441  -0.518
H: 1.147 0.379 -1.329  0.264
N: -2.072 0.402 -0.558  -0.314
C: 1.101 0.400 -0.239  -0.607
H: 1.952 0.843 0.260  0.260
H: 0.650 -1.057 1.379  0.293
H: -0.339 1.200 1.303  0.419
C: 0.334 -0.725 0.381  -0.115
C: -0.243 0.688 0.352  0.136
H: -1.094 -1.659 -0.471  0.361



# 4
Here is 8 unconnected molecules or ions with the total composition C31H62BN8Si in a non-equilibrium geometry from OMol25. Energies are from ωB97M-V/def2-TZVPD.

Computed properties:
**E_LUMO**: 1.717 eV
**Orbital gap**: 5.1 eV
**E_HOMO**: -3.38 eV
**Total charge**: -1
**Maximum force**: 0.0245 hartree/bohr

Each line ends with the Mulliken charge.
Element x y z (Å)
C: -2.867 -0.296 7.244  -0.196
H: -9.133 0.872 5.052  0.310
C: -2.151 -1.417 -2.718  0.166
C: 5.008 -3.396 -2.417  -1.111
H: -8.650 -1.424 5.836  0.303
H: 1.291 4.757 -6.369  0.366
H: 6.037 -3.335 -2.803  0.288
C: 5.918 0.727 -1.542  0.230
H: 0.007 -2.591 -2.420  -0.148
H: -3.106 1.817 -2.395  0.337
H: -1.248 -1.627 7.740  0.365
N: 4.851 1.894 -5.268  -0.561
H: 1.884 -1.023 -3.213  -0.526
N: -3.244 2.040 6.148  -0.511
N: -5.524 -1.674 5.651  -0.468
H: 7.674 1.145 -0.500  0.291
H: -3.312 -0.310 8.241  0.366
H: 9.219 0.517 -2.321  0.312
H: -1.585 -1.977 0.859  0.327
H: -1.270 -3.941 2.323  0.399
C: -7.901 -0.640 5.950  -0.444
C: 4.353 -1.656 -4.915  -0.171
H: 2.316 -2.074 -1.511  -0.377
H: -3.066 1.141 2.550  0.338
H: -1.200 -0.760 -4.437  0.294
B: 2.090 -2.141 -2.724  1.066
H: 1.684 2.344 -6.834  0.337
H: -0.310 0.554 -2.526  0.087
H: 1.709 4.513 -4.670  0.300
H: 4.872 -4.408 -2.021  0.319
H: -0.832 0.066 7.920  0.342
C: 7.337 0.472 -1.290  -0.411
H: 1.971 0.733 -4.947  0.105
H: 2.092 2.067 -3.805  0.268
C: -4.266 3.449 1.615  -0.457
H: -4.121 3.073 3.730  0.181
H: -7.143 2.056 6.044  0.309
H: 8.071 1.721 -2.889  0.295
H: -0.854 0.359 5.427  0.245
H: -6.095 1.261 4.865  0.199
H: -1.330 -1.336 5.242  0.218
C: -3.073 1.027 6.660  0.338
C: -1.878 -0.355 -3.685  -0.484
H: 0.880 -3.929 -2.601  0.134
H: -7.977 -0.247 6.965  0.273
N: -2.364 -2.267 -1.981  -0.548
H: -1.686 2.350 -1.501  0.457
C: -1.250 0.858 -2.990  0.235
C: 2.278 1.775 -4.840  0.320
H: 2.063 -4.166 -5.120  0.297
H: -1.766 2.193 1.974  0.451
H: 3.660 -4.969 -5.333  0.365
C: -6.576 -1.238 5.782  0.271
H: 8.381 -0.078 -4.573  0.346
C: -1.035 -1.860 1.793  -0.223
C: 7.749 -0.240 -3.698  -0.567
H: -2.393 0.787 -1.139  0.287
H: 7.837 -1.289 -3.406  0.266
H: -1.748 -1.513 2.546  0.176
C: -3.444 3.241 2.891  -0.447
C: -2.166 1.491 -1.945  -1.382
H: -4.957 4.286 1.730  0.367
H: 4.072 -1.938 -5.938  0.380
C: 2.980 -4.495 -4.617  -1.255
C: -2.504 2.053 2.767  -0.923
H: -2.810 -0.074 -4.180  0.393
H: -1.007 1.611 -3.744  0.110
C: -7.112 1.609 5.049  -0.969
H: -4.852 2.554 1.399  0.266
H: -7.325 2.393 4.321  0.336
H: 0.240 -3.585 1.482  0.319
C: 1.884 4.148 -5.684  -1.225
C: 3.719 1.847 -5.082  -0.045
C: 0.776 -0.558 2.837  0.170
H: 7.442 -0.553 -0.928  0.278
C: 0.047 -0.793 1.586  0.519
H: -3.398 -1.025 6.631  0.121
H: 5.445 -1.569 -4.905  0.186
C: 8.166 0.683 -2.561  -0.520
H: 3.910 -0.701 -4.636  -0.612
H: 2.935 4.310 -5.929  0.344
C: -3.404 3.735 0.467  0.238
H: 0.258 -0.915 5.873  0.454
H: -0.409 0.147 1.271  -0.104
N: 1.343 -0.391 3.821  -0.578
H: 0.041 -3.141 3.184  0.336
H: 2.678 -5.219 -3.850  0.268
H: 0.756 -1.095 0.814  0.042
H: 6.719 -0.054 -4.001  -0.099
H: -2.878 4.146 3.118  0.357
H: 0.438 2.561 -5.615  0.257
Si: 3.660 -2.964 -3.708  0.366
N: 0.766 -2.985 -2.967  -0.679
C: -0.469 -3.208 2.220  -1.395
C: -8.125 0.475 4.921  -0.459
N: -2.735 3.959 -0.441  -0.530
H: -8.074 0.057 3.915  0.303
H: 4.919 -2.665 -1.607  0.249
C: -0.788 -0.631 5.877  -0.939
C: 1.507 2.676 -5.809  -0.444
C: -1.373 -0.642 7.288  -0.769
H: -1.958 1.898 3.697  0.136
N: 4.812 0.930 -1.765  -0.393